Here is a 2-piece molecular cluster, C2HO4P overall from the OMol25 dataset. Energies are from ωB97M-V/def2-TZVPD.

Geometry as XYZ:
```
8
Properties=species:S:1:pos:R:3
C -2.071 -0.252 0.057
C 1.169 -0.545 -0.060
O -2.909 -1.006 0.052
O 0.553 -1.468 -0.443
O -1.293 0.621 0.094
O 1.322 2.027 -0.705
P 1.011 1.240 0.450
H 2.219 -0.617 0.556
```

Calculated values
SMILES string: O=CP=O.O=C=O
HOMO level in eV: -9.15
2S+1: 1
Gap between HOMO and LUMO in eV: 8.88

Atom charges from the Mulliken analysis, given in e for atoms 1 to 6:
1 C 0.729
2 C 0.226
3 O -0.287
4 O -0.372
5 O -0.427
6 O -0.421


Here is a 2-piece molecular cluster, C2HO4S overall from the OMol25 dataset. Energies are from ωB97M-V/def2-TZVPD.

Geometry as XYZ:
```
8
Properties=species:S:1:pos:R:3
C -1.087 -2.092 -1.079
C -0.984 -1.506 0.025
O 2.147 1.413 -0.035
O 0.876 1.861 1.925
O -0.011 2.385 -0.416
O -0.463 -1.115 1.063
S 0.830 1.618 0.478
H -1.308 -2.565 -1.961
```

Calculated values
HOMO level (spin up / spin down) in eV: -4.43 / -3.29
2S+1: 1
Gap between HOMO and LUMO (spin up / spin down) in eV: 6.89 / 4.56
Charge: -1

Atom charges from the Mulliken analysis, given in e for atoms 1 to 6:
1 C -0.547
2 C 0.199
3 O -0.479
4 O -0.515
5 O -0.462
6 O -0.600


Here is an isolated ion of composition C2HO4S and charge -1 from the OMol25 dataset. Energies are from ωB97M-V/def2-TZVPD.

Geometry as XYZ:
```
8
Properties=species:S:1:pos:R:3
C 0.567 0.912 0.437
C 0.495 -0.520 0.652
O -2.199 -0.522 -1.870
O 1.089 -1.026 1.581
O 1.506 1.594 0.847
O -0.514 -1.177 0.029
S -0.729 -0.597 -1.643
H -0.215 1.335 -0.032
```

Calculated values
SMILES string: O=CC(=O)OS[O-]
HOMO level (spin up / spin down) in eV: -2.83 / -2.83
2S+1: 1
Gap between HOMO and LUMO (spin up / spin down) in eV: 6.49 / 6.49
Charge: -1

Atom charges from the Mulliken analysis, given in e for atoms 1 to 6:
1 C -0.043
2 C 0.503
3 O -0.573
4 O -0.562
5 O -0.526
6 O -0.357


Ordered max |F| results: 3.21; 3.02; 4.27; unit eV/Å.